The following is a quantum chemistry calculation of a molecular structure, C15H31AgF4N5O8S4 at a distorted geometry, from OMol25.

Atoms and positions in Å:
1 Ag -0.58 -1.14 -0.85
2 C 0.78 2.15 -0.34
3 C 0.84 1.53 1.05
4 C 2.12 1.80 1.80
5 C 2.21 1.13 3.21
6 N 3.43 1.53 3.99
7 C 4.72 1.26 3.23
8 C 5.22 2.69 2.83
9 C 4.83 3.61 3.91
10 C 3.51 3.03 4.38
11 C 3.36 0.66 5.24
12 H -0.15 1.92 -0.85
13 H 1.51 1.59 -0.92
14 H 0.99 3.22 -0.26
15 H 0.66 0.45 1.01
16 H 0.02 1.89 1.66
17 H 2.30 2.87 1.77
18 H 2.93 1.47 1.14
19 H 2.25 0.04 3.18
20 H 1.42 1.46 3.88
21 H 5.47 0.79 3.86
22 H 4.51 0.60 2.39
23 H 6.30 2.68 2.64
24 H 4.77 2.94 1.87
25 H 5.57 3.60 4.71
26 H 4.90 4.66 3.66
27 H 3.26 3.30 5.40
28 H 2.69 3.60 3.94
29 H 2.38 0.88 5.64
30 H 4.22 0.96 5.84
31 H 3.39 -0.34 4.80
32 C -6.36 0.83 -3.20
33 C -5.89 0.15 -1.95
34 N -5.53 -1.27 -2.17
35 C -6.32 -2.24 -2.76
36 C -5.53 -3.37 -3.00
37 N -4.21 -3.09 -2.62
38 C -4.26 -1.79 -2.11
39 C -3.03 -3.94 -2.64
40 H -6.35 1.90 -2.98
41 H -7.41 0.66 -3.45
42 H -5.75 0.77 -4.10
43 H -6.62 0.19 -1.13
44 H -5.07 0.71 -1.51
45 H -7.35 -1.96 -2.97
46 H -5.83 -4.34 -3.36
47 H -3.38 -1.22 -1.84
48 H -2.87 -4.13 -3.70
49 H -3.18 -4.91 -2.17
50 H -2.15 -3.44 -2.23
51 N -1.32 -0.45 -2.85
52 S -1.81 0.91 -3.86
53 O -3.03 0.81 -4.63
54 O -0.77 1.81 -4.43
55 F -2.41 1.76 -2.58
56 S -0.90 -1.15 -4.10
57 O 0.22 -0.55 -4.82
58 O -1.86 -1.95 -4.75
59 F -0.10 -2.27 -3.18
60 N 1.37 -2.18 -0.24
61 S 2.98 -2.03 0.21
62 O 4.00 -2.53 -0.72
63 O 3.33 -1.98 1.62
64 F 3.10 -0.49 -0.16
65 S 1.37 -3.62 0.14
66 O 1.23 -4.02 1.53
67 O 1.95 -4.54 -0.79
68 F -0.12 -3.89 -0.33

Net charge: 0
HOMO energy (spin up / spin down) (eV): -4.57 / -9.13
Lowest unoccupied orbital energy (spin up / spin down) (eV): -0.34 / -0.34
Orbital gap (spin up / spin down) (eV): 4.23 / 8.79
Spin multiplicity: 2